# C9H10N4O3S

The molecule C9H10N4O3S in a non-equilibrium geometry (wB97M-V/def2-TZVPD, the Open Molecules 2025 dataset).

Output
total charge	0
HOMO	-8.453	eV
frontier orbital gap	7.81	eV
SMILES	C=CCNC(=S)/N=C/c1c(O)[nH]c(=O)[nH]c1=O
ΔE to the lowest compared entry with this formula, charge and spin	0.000	eV
2S+1	1
LUMO	-0.64	eV

Element x y z (Å)
C  -4.39  -2.12  -0.93
C  -3.97  -1.32  0.03
C  -2.59  -0.74  0.10
N  -2.66  0.70  0.26
C  -1.61  1.53  0.27
S  -1.85  3.17  0.41
N  -0.39  0.92  0.23
C  0.70  1.56  -0.05
C  1.96  0.90  0.00
C  2.03  -0.44  0.38
O  0.97  -1.14  0.68
N  3.22  -1.07  0.43
C  4.45  -0.47  0.14
O  5.48  -1.08  0.21
N  4.34  0.83  -0.23
C  3.18  1.62  -0.34
O  3.26  2.77  -0.70
H  -5.39  -2.52  -0.94
H  -3.75  -2.41  -1.75
H  -4.63  -1.04  0.84
H  -2.07  -1.17  0.97
H  -2.02  -1.00  -0.80
H  -3.57  1.13  0.31
H  0.70  2.62  -0.33
H  0.17  -0.48  0.58
H  3.24  -2.05  0.72
H  5.21  1.31  -0.46